Record 1
{"formula": "C18H20O3S", "method": "ωB97M-V with the def2-TZVPD basis set", "smiles": "CC(C)(C)c1ccc(C(=O)CS(=O)(=O)c2ccccc2)cc1", "largest_force_ev_per_a": 0.90, "lumo_ev": 0.06, "e_homo_ev": -9.21, "gap_ev": 9.274, "e_tot_ev": -35967.9465, "species": ["C", "C", "C", "C", "C", "C", "C", "C", "C", "O", "C", "S", "O", "O", "C", "C", "C", "C", "C", "C", "C", "C", "H", "H", "H", "H", "H", "H", "H", "H", "H", "H", "H", "H", "H", "H", "H", "H", "H", "H", "H", "H"], "xyz": [[-4.307272, -1.188807, 1.040420], [-3.741449, -0.674088, -0.291293], [-3.281802, -1.856419, -1.156286], [-4.861529, 0.056228, -1.036708], [-2.547023, 0.220495, -0.007381], [-2.499518, 1.561233, -0.373262], [-1.388463, 2.333948, -0.101744], [-0.272097, 1.794545, 0.534975], [0.890875, 2.678173, 0.733618], [0.805270, 3.886006, 0.720181], [2.230259, 2.000407, 0.869738], [2.676303, 1.317783, -0.784975], [1.505481, 0.774470, -1.414065], [3.428578, 2.313755, -1.489973], [3.765960, -0.040385, -0.339757], [5.109878, 0.205035, -0.139132], [5.933963, -0.840306, 0.245158], [5.402242, -2.108134, 0.425187], [4.051418, -2.341391, 0.216431], [3.223939, -1.299136, -0.168185], [-0.319554, 0.455643, 0.919218], [-1.437001, -0.305942, 0.653288], [-3.573883, -1.778257, 1.583524], [-4.607333, -0.353430, 1.669578], [-5.178731, -1.813904, 0.858274], [-2.843115, -1.494117, -2.083265], [-4.130105, -2.492776, -1.399300], [-2.539708, -2.461126, -0.642848], [-4.513806, 0.426533, -1.997986], [-5.683316, -0.633086, -1.219899], [-5.246337, 0.887276, -0.450347], [-3.330229, 2.021778, -0.881909], [-1.356915, 3.371859, -0.397437], [2.224010, 1.160483, 1.555082], [3.005574, 2.718688, 1.120780], [5.489572, 1.201056, -0.303051], [6.987676, -0.667573, 0.402252], [6.046209, -2.921610, 0.724227], [3.645738, -3.332714, 0.350230], [2.171255, -1.441243, -0.357442], [0.504325, -0.001845, 1.446808], [-1.439356, -1.339110, 0.967294]], "forces_ev_per_a": [[0.0593, 0.0652, -0.1588], [-0.1749, -0.1308, -0.0324], [-0.0617, 0.1375, 0.0889], [0.2077, -0.0908, 0.1243], [0.0650, 0.0832, 0.0155], [-0.0482, -0.0715, 0.0027], [0.3102, 0.0405, 0.1413], [-0.8404, -0.0025, -0.0173], [-0.1069, 0.2491, 0.0684], [0.1167, -0.1841, 0.0366], [0.3967, -0.1469, -0.7980], [0.3489, -0.2283, 0.1880], [0.0065, -0.2250, 0.1693], [0.2807, 0.1659, 0.2016], [-0.4039, 0.4924, -0.1058], [0.1106, 0.1214, -0.0274], [-0.0156, 0.0296, 0.0060], [0.0172, -0.0162, 0.0002], [-0.0298, 0.0178, 0.0037], [-0.1394, -0.0920, -0.0201], [0.0224, 0.2222, 0.0379], [-0.0196, -0.0518, 0.0396], [0.0728, -0.0729, 0.0872], [-0.0472, 0.0623, 0.0949], [-0.1039, -0.0900, -0.0114], [0.0511, -0.0040, -0.1209], [-0.0929, -0.0912, -0.0260], [0.0956, -0.0900, 0.0420], [-0.0068, 0.0929, -0.1204], [-0.0648, -0.0611, -0.0108], [-0.0640, 0.1302, 0.0155], [-0.1086, 0.0161, -0.0606], [0.0023, 0.0777, -0.0278], [-0.0335, -0.0598, 0.1043], [0.0195, -0.0092, 0.0313], [0.1303, 0.1058, -0.0091], [0.0845, 0.0243, 0.0022], [0.0540, -0.0658, 0.0246], [-0.0403, -0.0756, -0.0016], [-0.1306, -0.1079, -0.0103], [0.1025, -0.0633, -0.0008], [-0.0214, -0.1033, 0.0333]], "mulliken_charge": [-1.605, 2.122, -1.629, -2.139, 0.689, -0.107, -1.509, 0.500, 0.364, -0.588, -0.894, 1.358, -0.586, -0.693, 0.115, -0.354, -0.589, -0.369, -0.632, -0.340, -0.835, -0.583, 0.328, 0.382, 0.455, 0.379, 0.456, 0.325, 0.444, 0.436, 0.435, 0.432, 0.421, 0.574, 0.478, 0.419, 0.391, 0.381, 0.390, 0.498, 0.333, 0.347]}

Record 2
{"formula": "C34H32N4O4ReS4Sb", "method": "ωB97M-V with the def2-TZVPD basis set", "largest_force_ev_per_a": 0.18, "lumo_ev": [-4.66, -4.19], "spin_multiplicity": 2, "e_homo_ev": [-10.56, -10.58], "gap_ev": [5.893, 6.393], "e_tot_ev": -101931.2643, "charge": 1, "species": ["Re", "S", "C", "C", "C", "C", "N", "C", "C", "C", "S", "C", "N", "H", "H", "C", "S", "O", "O", "O", "H", "H", "H", "C", "C", "C", "C", "C", "C", "Sb", "C", "C", "C", "C", "C", "C", "C", "C", "C", "C", "C", "C", "H", "H", "H", "H", "H", "H", "H", "H", "H", "H", "H", "H", "H", "H", "H", "C", "S", "C", "O", "H", "H", "H", "H", "H", "H", "N", "C", "C", "C", "C", "C", "N", "H", "H", "H", "H", "H", "H"], "xyz": [[-0.499135, -0.615067, 1.282495], [-0.629012, 1.177666, 2.611729], [-0.424903, 2.496847, 1.471263], [-0.030541, 3.761271, 1.906684], [0.119315, 4.786437, 0.993712], [0.554154, 6.077726, 1.449736], [0.915889, 7.098321, 1.831042], [-0.145879, 4.562063, -0.372121], [-0.545619, 3.311112, -0.807978], [-0.685071, 2.272342, 0.117365], [-1.227488, 0.688110, -0.398213], [-0.012629, 5.630817, -1.321963], [0.094506, 6.484006, -2.082501], [0.169015, 3.942672, 2.954579], [-0.733948, 3.137732, -1.860333], [3.196295, -0.300060, 2.586505], [2.192132, -1.187945, 1.463607], [2.983506, -2.092153, 0.700253], [1.049569, -1.814098, 2.222941], [1.432210, -0.149557, 0.661542], [3.690557, -1.025537, 3.229571], [2.567870, 0.379036, 3.158209], [3.926787, 0.247186, 1.987870], [5.970467, -0.781750, -5.843399], [5.218511, 0.383430, -5.893064], [4.208901, 0.603618, -4.965171], [3.942525, -0.341974, -3.979604], [4.695075, -1.514751, -3.944973], [5.710634, -1.731736, -4.866492], [2.427670, -0.108259, -2.496559], [1.402365, 1.582641, -3.305946], [1.962272, 2.858854, -3.365556], [1.266554, 3.913113, -3.941834], [-0.003571, 3.705326, -4.465819], [-0.570004, 2.439180, -4.422989], [0.132140, 1.386900, -3.845740], [3.652312, 0.995173, -1.115464], [4.962651, 0.593731, -0.871990], [5.747813, 1.262166, 0.061613], [5.232481, 2.345726, 0.758934], [3.923601, 2.751954, 0.527301], [3.139949, 2.073932, -0.396071], [6.756776, -0.950125, -6.567459], [5.417291, 1.124340, -6.656737], [3.629976, 1.517795, -5.017091], [4.492266, -2.274068, -3.195023], [6.292358, -2.643702, -4.826777], [2.950079, 3.036983, -2.957042], [1.708812, 4.899627, -3.974554], [-0.546079, 4.531181, -4.907087], [-1.554824, 2.270627, -4.840274], [-0.326695, 0.403592, -3.814146], [5.391050, -0.238290, -1.419114], [6.768836, 0.944427, 0.230705], [5.849998, 2.878329, 1.470611], [3.517160, 3.603635, 1.059899], [2.117446, 2.398393, -0.559162], [0.900415, -4.111992, -1.414278], [-0.683595, -3.409833, -0.999154], [-1.066740, -2.645199, -2.564037], [-0.308182, -2.262702, -0.081503], [0.749330, -4.875492, -2.176685], [1.295925, -4.556520, -0.503260], [1.556527, -3.312989, -1.759187], [-1.208498, -3.431081, -3.305951], [-0.241701, -1.985684, -2.833259], [-1.992201, -2.085168, -2.441379], [-3.792636, -0.036288, 1.829521], [-3.406912, -1.221325, 2.331881], [-4.335253, -2.023095, 3.030007], [-3.962381, -3.249916, 3.494090], [-2.655555, -3.709174, 3.267311], [-1.796923, -2.892128, 2.600006], [-2.138532, -1.650357, 2.141850], [-4.706205, 0.319297, 2.044784], [-3.145465, 0.557464, 1.338315], [-5.337860, -1.646459, 3.177523], [-4.674155, -3.863665, 4.029724], [-2.323680, -4.676248, 3.612249], [-0.774688, -3.186892, 2.409109]], "forces_ev_per_a": [[-0.0753, 0.0807, -0.0717], [0.0069, 0.0447, -0.0111], [-0.0233, -0.0508, 0.0001], [0.0097, 0.0143, 0.0362], [0.0110, 0.0473, 0.0316], [0.0107, -0.0044, -0.0134], [-0.0055, 0.0000, 0.0088], [-0.0678, -0.1250, -0.0992], [0.0107, 0.0343, 0.1051], [-0.0081, 0.0552, -0.0903], [-0.0269, -0.0084, 0.0364], [0.0538, 0.0457, 0.0240], [-0.0178, -0.0069, -0.0166], [-0.0037, -0.0099, 0.0017], [-0.0015, 0.0021, -0.0090], [0.0450, -0.0129, -0.0363], [0.0576, -0.0829, -0.0926], [-0.0922, 0.1074, 0.1066], [0.0376, -0.0368, 0.0390], [0.0600, -0.1277, -0.0204], [-0.0002, 0.0050, 0.0057], [-0.0183, -0.0042, -0.0053], [-0.0099, 0.0058, 0.0056], [0.0166, -0.0069, 0.0120], [-0.0304, 0.0163, 0.0109], [0.0392, 0.0038, -0.0094], [-0.0330, 0.0032, -0.0285], [-0.0090, -0.0035, -0.0006], [0.0072, -0.0004, -0.0182], [0.0351, 0.0560, 0.1206], [-0.0005, -0.0252, -0.0952], [0.0024, 0.0317, 0.0027], [-0.0155, -0.0262, 0.0264], [0.0078, 0.0079, -0.0196], [0.0112, 0.0004, -0.0031], [-0.0080, 0.0011, 0.0418], [-0.0193, -0.0442, 0.0008], [-0.0140, 0.0105, 0.0031], [0.0153, 0.0075, -0.0008], [0.0048, 0.0016, -0.0042], [-0.0029, -0.0011, 0.0029], [-0.0104, 0.0158, 0.0105], [0.0010, -0.0007, 0.0010], [0.0010, -0.0010, -0.0016], [0.0022, -0.0026, -0.0115], [0.0043, 0.0102, -0.0014], [0.0014, -0.0011, 0.0008], [0.0123, 0.0068, -0.0098], [0.0016, 0.0137, -0.0012], [-0.0017, 0.0015, 0.0012], [-0.0025, -0.0041, -0.0004], [0.0063, -0.0028, -0.0090], [-0.0003, -0.0034, -0.0197], [0.0001, -0.0018, 0.0011], [-0.0002, 0.0009, 0.0028], [0.0004, 0.0040, 0.0029], [0.0191, 0.0000, -0.0015], [-0.0034, 0.0025, 0.0462], [-0.0220, 0.0204, 0.0210], [0.0254, 0.0292, -0.0175], [-0.0306, -0.0849, 0.0175], [0.0084, -0.0087, 0.0027], [0.0153, -0.0196, -0.0184], [-0.0218, 0.0229, -0.0110], [0.0041, -0.0021, 0.0043], [-0.0021, 0.0104, -0.0146], [0.0030, 0.0005, 0.0085], [0.0007, 0.0296, 0.0381], [-0.0104, -0.0001, -0.0170], [0.0005, -0.0091, 0.0015], [-0.0010, 0.0049, 0.0056], [-0.0010, 0.0150, -0.0097], [-0.0015, -0.0205, 0.0203], [0.0436, -0.0336, 0.0112], [-0.0075, -0.0047, -0.0147], [0.0018, 0.0011, -0.0065], [0.0006, 0.0054, -0.0048], [0.0005, -0.0023, -0.0035], [0.0025, -0.0002, 0.0004], [0.0013, 0.0037, -0.0001]], "mulliken_spin": [0.949, -0.035, 0.011, 0.006, 0.009, -0.001, 0.005, 0.001, 0.015, -0.021, 0.002, -0.003, -0.001, 0.001, 0.001, -0.003, 0.007, -0.002, 0.003, 0.026, 0.000, 0.002, 0.000, 0.000, 0.000, 0.000, 0.001, -0.001, 0.000, -0.003, 0.002, 0.000, 0.001, 0.000, 0.001, -0.001, -0.003, -0.001, 0.001, -0.001, 0.000, 0.000, 0.000, 0.000, 0.000, 0.000, 0.000, 0.000, 0.000, 0.000, 0.000, -0.001, 0.000, 0.000, 0.000, 0.000, 0.004, 0.000, 0.004, 0.000, -0.004, 0.000, 0.000, 0.000, 0.000, 0.000, 0.000, 0.016, 0.019, -0.009, 0.014, -0.003, 0.013, -0.019, -0.001, 0.000, 0.000, 0.001, 0.000, -0.004]}

Record 3
{"formula": "C6H17NO", "method": "ωB97M-V with the def2-TZVPD basis set", "largest_force_ev_per_a": 3.68, "lumo_ev": 0.66, "e_homo_ev": -9.60, "gap_ev": 10.258, "e_tot_ev": -10030.7210, "species": ["C", "C", "C", "C", "C", "H", "H", "H", "H", "H", "H", "H", "H", "H", "H", "H", "H", "C", "N", "O", "H", "H", "H", "H", "H"], "xyz": [[-1.520889, -0.127889, 0.227383], [-0.337939, 0.780080, 0.644069], [-1.961418, 0.211834, -1.198941], [-1.234688, -1.626039, 0.359084], [0.138789, 0.486047, 2.069098], [-2.367735, 0.087234, 0.892559], [0.574600, 0.336171, -0.046823], [-0.764376, 1.787591, 0.655700], [-0.327499, -1.903629, -0.174342], [-1.142914, 0.036664, -1.897836], [-2.271243, 1.256290, -1.264644], [-2.809886, -0.400980, -1.509072], [-1.105313, -1.928607, 1.396879], [-2.049644, -2.223185, -0.051904], [-0.683739, 0.483513, 2.786979], [0.859904, 1.231081, 2.404919], [0.614798, -0.490900, 2.141895], [2.733937, 0.280443, -0.677663], [1.772671, -0.598634, -0.726207], [1.338706, -0.816712, -2.064880], [0.834411, -1.640636, -2.019788], [1.152854, 2.154065, -0.201245], [3.311049, 0.236985, 0.236905], [3.295683, 0.517057, -1.576609], [1.949880, 1.872156, -0.405518]], "forces_ev_per_a": [[-0.2240, -0.0397, 0.0398], [0.4591, -2.4412, -0.2265], [-0.0327, -0.0532, 0.2214], [0.0291, 0.0947, -0.0082], [-0.0335, 0.0009, 0.0013], [0.0004, 0.0637, 0.0282], [-2.6431, 2.1275, 1.4360], [0.7453, 0.1739, -0.7131], [0.1125, -0.0181, -0.0052], [0.0170, 0.0952, -0.0740], [0.0931, 0.0323, -0.0930], [-0.0115, -0.0286, 0.0169], [0.0487, 0.0093, 0.0641], [-0.0982, 0.0620, -0.0087], [-0.1153, 0.0876, 0.0143], [0.0774, 0.0426, 0.0060], [0.0909, -0.0580, -0.0661], [0.1916, -3.2345, -0.7019], [1.6017, 0.3893, -0.8687], [0.4407, 0.4119, 0.5750], [-0.0273, 0.1979, 0.2166], [2.5795, -0.6080, -0.6793], [-0.4554, 0.6269, 0.3785], [-0.3999, 0.5517, -0.1593], [-2.4463, 1.5141, 0.6061]], "mulliken_charge": [0.478, 0.361, -1.460, -1.401, -1.595, 0.363, -0.492, 0.595, 0.212, 0.236, 0.354, 0.435, 0.340, 0.430, 0.409, 0.374, 0.355, -0.572, -0.234, -0.388, 0.346, 0.172, 0.340, 0.368, -0.027]}